This record from the OMol25 dataset describes 11 unconnected molecules or ions with the total composition C18H35N13O22. The level of theory is wB97M-V/def2-TZVPD.

Calculated total energy = -83618.6733 eV
Kohn-Sham gap = 8.6 eV

Each line ends with the Löwdin charge.
Element x y z (Å)
O: 1.114256 3.067146 -4.079843  0.09
N: 1.525577 2.429204 -4.959652  0.03
O: 2.977138 2.405401 -4.951527  -0.06
C: 3.363495 1.550613 -3.906130  -0.29
C: 3.826801 2.148292 -2.701689  0.00
C: 4.186898 1.328554 -1.697531  -0.03
C: 4.079962 -0.079020 -1.799387  -0.24
N: 4.453756 -0.825320 -0.720903  0.15
C: 4.288310 -2.105678 -0.885728  -0.11
C: 3.793650 -2.672496 -2.107531  -0.10
N: 3.462481 -2.002860 -3.184271  0.15
C: 3.609332 -0.655949 -2.974997  -0.22
C: 3.259789 0.218600 -4.036703  0.04
H: 3.872986 3.230119 -2.628579  0.12
H: 4.569922 1.750264 -0.773940  0.11
H: 4.541104 -2.752085 -0.051338  0.09
H: 3.688079 -3.755293 -2.153186  0.09
H: 2.893169 -0.194967 -4.973726  0.12
C: 0.764734 0.789821 0.008549  0.06
N: 1.498395 1.612384 1.011730  -0.42
O: 2.646966 1.892293 0.765510  0.08
O: 0.881293 1.942611 2.009563  0.04
H: 1.434569 0.574866 -0.818310  0.09
H: 0.449436 -0.125734 0.500344  0.11
H: -0.091649 1.367169 -0.325429  0.08
C: -1.120182 -0.135614 -6.668050  0.05
N: -0.259544 -0.332632 -5.470583  -0.44
O: -0.484138 0.357582 -4.495375  0.03
O: 0.608348 -1.171463 -5.554139  0.07
H: -1.846145 0.639725 -6.449724  0.09
H: -0.472773 0.157834 -7.489531  0.10
H: -1.611994 -1.081997 -6.874869  0.10
C: -2.337865 3.310940 -2.959289  0.05
N: -3.633133 2.605674 -3.140729  -0.44
O: -3.885716 1.700546 -2.370301  0.05
O: -4.344909 2.982207 -4.045655  0.07
H: -1.816129 2.863534 -2.120792  0.09
H: -1.768139 3.191692 -3.876484  0.09
H: -2.557587 4.357521 -2.766996  0.10
C: -0.466000 4.069229 4.366371  0.05
N: -1.852188 4.572158 4.571630  -0.45
O: -2.490291 4.092872 5.485158  0.06
O: -2.248893 5.425941 3.805416  0.06
H: -0.254764 3.315255 5.117534  0.09
H: -0.419147 3.643298 3.368313  0.07
H: 0.208686 4.914772 4.463877  0.10
C: -4.051318 -1.498541 -2.285274  0.04
N: -3.709164 -2.704906 -3.087103  -0.45
O: -4.621824 -3.319346 -3.600948  0.06
O: -2.532678 -2.991031 -3.173442  0.06
H: -5.127064 -1.366435 -2.298791  0.10
H: -3.693026 -1.663667 -1.272662  0.09
H: -3.552198 -0.650406 -2.741873  0.07
C: 6.990971 -2.187512 -4.573816  0.05
N: 7.873798 -2.355632 -3.387947  -0.45
O: 7.612383 -1.706288 -2.396755  0.06
O: 8.796618 -3.135409 -3.498113  0.06
H: 6.216911 -1.467329 -4.330837  0.08
H: 7.607687 -1.832249 -5.394453  0.10
H: 6.559080 -3.158269 -4.799581  0.10
C: 3.452589 -5.841573 1.975104  0.05
N: 3.208622 -4.903857 0.845361  -0.44
O: 3.598456 -5.232457 -0.256089  0.06
O: 2.636468 -3.866219 1.106408  0.06
H: 3.968983 -6.715130 1.593649  0.09
H: 4.060825 -5.318482 2.707525  0.10
H: 2.485479 -6.110823 2.389768  0.10
C: -3.259311 0.666981 7.196026  0.04
N: -2.060561 0.224249 6.434267  -0.45
O: -1.080170 0.939963 6.458848  0.05
O: -2.147631 -0.827890 5.836519  0.06
H: -3.037302 1.615670 7.671919  0.10
H: -4.075708 0.772711 6.486561  0.10
H: -3.479517 -0.096349 7.937212  0.07
C: -7.267297 -0.751750 7.505445  0.05
N: -6.194090 -0.247996 8.404871  -0.44
O: -6.339470 0.849060 8.899079  0.08
O: -5.238778 -0.977565 8.579965  0.04
H: -8.046793 -0.000879 7.443860  0.10
H: -6.820006 -0.930040 6.531282  0.10
H: -7.647533 -1.673659 7.935777  0.10
C: -2.580015 1.681946 1.971195  0.05
N: -2.932674 0.404345 1.294684  -0.43
O: -3.787938 -0.285205 1.802915  0.08
O: -2.331010 0.140000 0.270623  0.04
H: -3.191145 1.781819 2.861697  0.10
H: -1.523059 1.634609 2.225576  0.07
H: -2.779533 2.488529 1.270471  0.10

Atoms 1-2, force components in eV/Å:
-0.086 -0.319 -0.263
-0.540 0.714 0.125


This record from the OMol25 dataset describes a molecular structure, C32H41BrIN9O5PSSr. The level of theory is wB97M-V/def2-TZVPD.

Calculated total energy = -156608.9830 eV
Total charge = -1
Kohn-Sham gap = 7.6 eV
Relative energy (zero: lowest compared OMol25 entry of this formula, charge and spin) = 0.0 kcal per mole

Each line ends with the Löwdin charge.
Element x y z (Å)
Sr: -0.449486 0.727876 -0.557050  1.15
O: 2.668908 -4.819631 -0.040817  0.03
C: 1.554342 -4.827624 -0.820139  -0.28
C: 1.280835 -5.974104 -1.559608  -0.03
C: 0.160694 -6.027448 -2.374216  -0.11
C: -0.695857 -4.937758 -2.454267  -0.11
C: -0.411229 -3.795230 -1.717189  -0.04
C: 0.703524 -3.717999 -0.897110  -0.09
C: 0.998759 -2.403973 -0.165630  -0.48
O: -0.017744 -1.535379 -0.172696  -0.40
N: 1.378414 -2.802329 1.237008  -0.04
N: 1.824064 -1.711262 1.957221  0.04
C: 1.203602 -1.469084 3.037359  -0.20
C: 1.522807 -0.365076 3.934809  -0.68
Br: 2.973908 0.748208 3.451345  0.74
C: 0.799565 -0.054175 5.009219  -0.14
C: -0.369622 -0.831973 5.480350  -0.23
C: -1.610632 -0.204080 5.587682  -0.05
C: -2.722775 -0.917676 6.007508  -0.09
C: -2.612680 -2.263105 6.333890  -0.10
C: -1.378546 -2.891256 6.244487  -0.09
C: -0.264658 -2.178421 5.824505  -0.06
H: 2.552130 -4.076913 0.593058  0.07
H: 1.960076 -6.813571 -1.478061  0.11
H: -0.040022 -6.923883 -2.949068  0.09
H: -1.566730 -4.972430 -3.098624  0.08
H: -1.037188 -2.912925 -1.761476  0.09
H: 1.937483 -1.991514 -0.580332  0.14
H: 0.530187 -3.194948 1.656970  0.12
H: 0.338578 -2.067230 3.331819  0.11
H: 1.032661 0.857725 5.545078  0.11
H: -1.701874 0.834051 5.293626  0.07
H: -3.683455 -0.421263 6.066888  0.10
H: -3.483877 -2.819166 6.657129  0.09
H: -1.280889 -3.938531 6.502079  0.10
H: 0.700357 -2.666739 5.759044  0.12
N: 2.598017 4.924837 -7.924373  0.08
C: 2.014627 4.221217 -6.861731  -0.33
C: 1.771786 4.851760 -5.644158  -0.04
C: 1.162383 4.163974 -4.607630  -0.06
C: 0.782769 2.845516 -4.784247  -0.30
C: 1.011539 2.208669 -5.995633  -0.06
C: 1.621714 2.892242 -7.029586  -0.04
S: 0.058338 1.926957 -3.462572  0.51
O: -0.189033 2.885591 -2.379433  -0.39
O: -1.115894 1.269670 -3.986952  -0.32
N: 1.026807 0.809237 -2.937306  -0.17
C: 2.206399 1.130821 -2.318671  -0.49
N: 2.351557 0.605100 -1.083243  0.08
C: 3.512848 0.790613 -0.468412  -0.13
C: 4.538671 1.524155 -1.040906  -0.06
C: 4.265664 2.078907 -2.279056  -0.14
N: 3.127095 1.895217 -2.928863  0.14
H: 3.174382 5.699398 -7.634781  0.08
H: 3.080606 4.338592 -8.587335  0.08
H: 2.066912 5.886222 -5.508612  0.11
H: 0.983386 4.639152 -3.652830  0.11
H: 0.712712 1.175611 -6.118605  0.12
H: 1.799643 2.397894 -7.977926  0.11
H: 3.602245 0.344009 0.516849  0.07
H: 5.482402 1.677774 -0.539186  0.09
H: 4.999650 2.704565 -2.779355  0.10
C: -3.325068 -1.816704 -2.861673  -0.09
N: -3.710303 -2.111560 -1.487749  -0.29
C: -4.541461 -3.292545 -1.357508  -0.11
P: -3.739880 -0.893213 -0.371622  0.54
O: -2.766889 0.157263 -0.782286  -0.46
N: -3.567067 -1.667806 1.072130  -0.28
C: -2.615378 -2.756271 1.269633  -0.09
C: -3.835045 -0.934607 2.310085  -0.10
N: -5.225582 -0.170051 -0.229531  -0.31
C: -6.399445 -0.856659 0.261289  -0.12
C: -5.474383 1.162821 -0.750480  -0.09
H: -2.764481 -2.658729 -3.273153  0.07
H: -2.698446 -0.928941 -2.903948  0.07
H: -4.208831 -1.652671 -3.491219  0.09
H: -3.994865 -4.168704 -1.718625  0.08
H: -5.467150 -3.202739 -1.940792  0.08
H: -4.801521 -3.466284 -0.315413  0.07
H: -2.325876 -3.202341 0.323527  0.06
H: -3.067027 -3.516397 1.915087  0.09
H: -1.704086 -2.375614 1.735660  0.07
H: -4.519996 -0.109688 2.127441  0.08
H: -2.916520 -0.514423 2.727724  0.04
H: -4.280467 -1.614856 3.042523  0.08
H: -6.124109 -1.811333 0.704854  0.07
H: -7.125859 -1.037072 -0.540074  0.08
H: -6.893580 -0.255675 1.032730  0.08
H: -4.543008 1.605579 -1.089648  0.07
H: -5.898130 1.799729 0.033007  0.08
H: -6.181975 1.130741 -1.586687  0.08
I: -1.034945 2.129903 2.376548  -0.21

Atoms 1-2, force components in eV/Å:
0.508 -0.118 0.222
-0.004 -0.011 -0.027


This record from the OMol25 dataset describes 3 unconnected molecules or ions with the total composition C4H10O3. The level of theory is wB97M-V/def2-TZVPD.

Calculated total energy = -10441.6075 eV
Total charge = +1
Kohn-Sham gap (spin up / spin down) = 9.7 / 6.7 eV
Relative energy (zero: lowest compared OMol25 entry of this formula, charge and spin) = 40.7 kcal per mole
Spin multiplicity = 2

Each line ends with the natural charge from an NBO analysis.
Element x y z (Å)
C: 0.000054 -0.619576 2.139375  -0.19
C: 0.919629 -1.116438 1.298825  -0.24
C: 0.739351 -1.126474 -0.171538  -0.10
C: -0.311266 -1.849121 -0.682320  0.38
O: -0.875564 -1.658538 -1.866478  -0.63
H: 0.284536 -0.299249 3.128550  0.24
H: -0.922695 -0.122678 1.798093  0.22
H: 1.919656 -1.367977 1.633767  0.26
H: 1.645403 -0.801663 -0.657591  0.28
H: -0.755333 -2.700333 -0.154508  0.22
H: -1.508517 -0.910954 -1.776951  0.55
H: -0.821061 2.282498 -1.472905  0.50
H: -0.520144 1.088118 -2.393473  0.46
O: -1.241768 1.563450 -1.957318  -0.96
H: 0.098371 1.860209 0.350606  0.45
H: 1.151653 2.955750 0.437681  0.48
O: 0.197694 2.822975 0.346185  -0.93

Atoms 1-2, force components in eV/Å:
-0.468 1.580 -0.190
0.230 -0.226 -1.801